Formula: C5H15N2O
Source: OMol25
Level of theory: wB97M-V/def2-TZVPD

ΔE to the lowest compared entry with this formula, charge and spin: 21.37 kcal/mol
M: 119.19 g/mol
HOMO-LUMO gap: 0.4339 Eh
net charge: +1

Each line ends with the Löwdin charge.
Cartesian coordinates (Å):
C  1.1982  0.8994  -1.4830  0.010
C  2.5086  0.0300  0.7058  -0.026
C  0.8255  -1.3263  -0.2648  -0.077
C  -2.9265  0.0814  0.4237  -0.366
C  1.1794  0.1187  -0.1126  -0.563
N  -3.8180  -0.8108  -0.0290  0.169
N  0.1435  0.7955  0.7735  0.238
O  -2.1665  0.6872  -0.3000  0.006
H  2.0703  0.4838  -2.0831  0.122
H  0.2725  0.7634  -2.0081  0.082
H  1.4657  1.9063  -1.2840  0.070
H  2.7206  1.0674  0.9002  0.075
H  3.2977  -0.1632  -0.0671  0.124
H  2.5254  -0.3660  1.6887  0.085
H  -0.0517  -1.6773  -0.8509  0.092
H  1.6591  -1.9869  -0.6817  0.122
H  0.6673  -1.7650  0.7934  0.117
H  -3.0369  0.2380  1.4717  0.134
H  -4.6498  -1.1144  0.4422  0.117
H  -3.9034  -0.8973  -1.0284  0.121
H  0.4134  0.5446  1.7065  0.155
H  0.4092  1.7663  0.7821  0.161
H  -0.8035  0.7252  0.5048  0.032